{"formula": "C6H14O", "method": "ωB97M-V/def2-TZVPD", "species": ["C", "C", "C", "C", "C", "C", "O", "H", "H", "H", "H", "H", "H", "H", "H", "H", "H", "H", "H", "H", "H"], "positions_angstrom": [[2.911, -1.697, 0.793], [1.419, -1.547, 0.460], [0.843, -0.137, 0.609], [-0.544, -0.064, -0.028], [-1.116, 1.340, -0.187], [-2.415, 1.312, -0.973], [-2.892, 2.636, -1.109], [3.420, -2.278, 0.018], [3.071, -2.203, 1.750], [3.416, -0.726, 0.842], [1.262, -1.850, -0.582], [0.822, -2.241, 1.067], [0.797, 0.162, 1.667], [1.512, 0.582, 0.114], [-1.243, -0.688, 0.546], [-0.477, -0.525, -1.025], [-1.298, 1.808, 0.789], [-0.401, 1.981, -0.720], [-2.230, 0.852, -1.959], [-3.148, 0.675, -0.450], [-3.708, 2.606, -1.622]], "atomic_forces_ev_per_a": [[0.1, 0.0, 0.0], [-0.1, 0.0, -0.1], [0.0, 0.0, 0.0], [0.0, -0.1, 0.0], [0.0, 0.0, 0.0], [0.2, -0.4, 0.1], [-0.3, 0.1, -0.2], [0.0, 0.0, 0.2], [0.0, 0.1, -0.1], [-0.1, -0.1, 0.0], [0.0, 0.0, 0.1], [0.1, 0.1, -0.1], [0.0, -0.1, -0.2], [-0.1, -0.1, 0.0], [0.1, 0.1, -0.1], [0.0, 0.1, 0.1], [0.0, -0.1, -0.1], [-0.1, -0.1, 0.1], [0.0, 0.1, 0.1], [0.1, 0.1, -0.1], [0.1, 0.1, 0.1]], "total_energy_ev": -8496.4044, "orbital_gap_ha": 0.415, "fmax_ev_per_a": 0.461, "charge": 0, "smiles": "CCCCCCO", "de_lowest_kj_mol": 47.1}



{"formula": "C23H33CuIN2O2P", "method": "ωB97M-V/def2-TZVPD", "species": ["Cu", "C", "C", "N", "C", "C", "C", "O", "C", "C", "N", "C", "C", "C", "C", "C", "C", "I", "C", "O", "H", "H", "H", "H", "H", "H", "H", "H", "H", "H", "H", "H", "C", "C", "C", "P", "C", "C", "C", "C", "C", "C", "H", "H", "H", "H", "H", "H", "H", "H", "H", "H", "H", "H", "H", "H", "H", "H", "H", "H", "H", "H", "H"], "positions_angstrom": [[-0.215, 0.892, 0.336], [-4.657, 0.242, -0.959], [-4.325, -0.040, 0.473], [-5.294, -0.273, 1.311], [-4.996, -0.526, 2.608], [-3.719, -0.573, 3.090], [-3.501, -0.862, 4.550], [-2.805, 0.184, 5.230], [-2.632, -0.293, 2.210], [-1.301, -0.388, 2.742], [-0.223, 0.062, 2.194], [0.999, -0.137, 2.866], [1.143, 0.091, 4.234], [2.375, -0.073, 4.847], [3.481, -0.462, 4.106], [3.355, -0.686, 2.743], [2.125, -0.516, 2.132], [1.921, -0.855, 0.078], [-2.919, -0.007, 0.847], [-2.077, 0.257, -0.076], [-5.733, 0.180, -1.100], [-4.150, -0.465, -1.618], [-4.300, 1.233, -1.247], [-5.841, -0.707, 3.264], [-2.894, -1.757, 4.701], [-4.471, -1.049, 5.021], [-3.263, 1.009, 5.037], [-1.207, -0.902, 3.698], [0.283, 0.420, 4.806], [2.470, 0.114, 5.909], [4.444, -0.588, 4.583], [4.212, -0.991, 2.157], [-0.330, 5.648, 0.137], [-0.777, 4.210, -0.122], [-1.813, 3.779, 0.921], [0.535, 2.912, -0.274], [1.114, 2.959, -2.032], [1.262, 4.330, -2.689], [0.194, 2.076, -2.879], [2.016, 3.363, 0.738], [1.615, 3.515, 2.207], [2.909, 4.514, 0.284], [-1.197, 6.311, 0.103], [0.395, 6.008, -0.591], [0.111, 5.746, 1.131], [-1.266, 4.166, -1.104], [-1.380, 3.771, 1.924], [-2.196, 2.780, 0.711], [-2.651, 4.479, 0.927], [2.101, 2.480, -1.988], [0.289, 4.818, -2.789], [1.666, 4.212, -3.697], [1.921, 5.001, -2.142], [-0.818, 2.488, -2.915], [0.115, 1.065, -2.479], [0.564, 2.021, -3.905], [2.603, 2.438, 0.654], [1.115, 4.470, 2.384], [2.504, 3.486, 2.841], [0.946, 2.716, 2.529], [2.385, 5.470, 0.291], [3.308, 4.350, -0.717], [3.759, 4.600, 0.964]], "atomic_forces_ev_per_a": [[-0.2, 0.4, 0.0], [0.0, 0.0, 0.0], [0.0, 0.0, 0.0], [0.0, 0.0, 0.0], [0.1, -0.1, 0.1], [-0.1, 0.0, -0.1], [0.0, 0.0, 0.0], [0.0, 0.0, 0.0], [0.0, 0.0, -0.1], [0.1, 0.1, -0.1], [-0.1, -0.2, 0.1], [0.0, 0.0, -0.1], [0.0, 0.0, 0.0], [0.0, 0.0, 0.0], [0.0, 0.0, 0.0], [0.0, 0.0, 0.0], [0.0, 0.1, 0.1], [0.2, -0.2, -0.1], [-0.1, 0.0, 0.0], [0.1, 0.0, 0.1], [0.0, 0.0, 0.0], [0.0, 0.0, 0.0], [0.0, 0.0, 0.0], [0.0, 0.0, 0.0], [0.0, 0.0, 0.0], [0.0, 0.0, 0.0], [0.0, 0.0, 0.0], [0.0, 0.0, 0.0], [0.0, 0.0, 0.0], [0.0, 0.0, 0.0], [0.0, 0.0, 0.0], [0.0, 0.0, 0.0], [0.0, 0.0, 0.0], [0.0, 0.0, 0.0], [0.0, 0.0, 0.0], [0.0, -0.2, 0.0], [0.0, 0.0, 0.0], [0.0, 0.1, 0.0], [0.0, 0.0, 0.0], [0.0, 0.0, 0.0], [0.0, 0.0, 0.0], [0.0, 0.0, 0.0], [0.0, 0.0, 0.0], [0.0, 0.0, 0.0], [0.0, 0.0, -0.1], [0.0, 0.0, 0.0], [0.0, 0.0, 0.0], [0.0, 0.0, 0.0], [0.0, 0.0, 0.0], [0.0, 0.0, 0.0], [0.0, 0.0, 0.0], [0.0, 0.0, 0.0], [0.0, 0.0, 0.0], [0.0, 0.0, 0.0], [0.0, 0.0, 0.0], [0.0, 0.0, 0.0], [0.0, 0.0, 0.0], [0.0, -0.1, 0.0], [0.0, 0.0, 0.0], [0.0, 0.0, 0.0], [0.0, 0.0, 0.0], [0.0, 0.0, 0.0], [0.0, 0.0, 0.0]], "total_energy_ev": -93492.2533, "orbital_gap_ha": 0.270, "fmax_ev_per_a": 0.450, "charge": 0}



{"formula": "C45H66Cl5GeLuN4O3P3", "method": "ωB97M-V/def2-TZVPD", "species": ["Lu", "C", "C", "C", "P", "C", "N", "Ge", "N", "C", "P", "C", "C", "C", "C", "C", "C", "C", "C", "C", "C", "C", "C", "N", "C", "C", "C", "C", "C", "C", "C", "C", "C", "C", "C", "C", "N", "C", "P", "C", "C", "C", "C", "C", "C", "C", "C", "C", "H", "H", "H", "H", "H", "H", "H", "H", "H", "H", "H", "H", "H", "H", "H", "H", "H", "H", "H", "H", "H", "H", "H", "H", "H", "H", "H", "H", "H", "H", "H", "H", "H", "H", "H", "H", "H", "H", "H", "H", "H", "H", "H", "H", "H", "H", "H", "H", "H", "H", "H", "H", "H", "H", "H", "H", "H", "H", "H", "H", "Cl", "C", "C", "C", "Cl", "C", "Cl", "C", "Cl", "C", "Cl", "O", "H", "H", "O", "H", "H", "O", "H", "H"], "positions_angstrom": [[0.229, -1.841, 0.571], [1.166, 1.408, 3.671], [2.476, 0.706, 3.501], [3.710, 1.564, 3.861], [2.481, -0.113, 1.815], [2.546, 1.363, 0.585], [1.907, 1.155, -0.783], [-0.144, 0.815, -0.709], [-0.372, 0.596, -2.688], [-0.415, -0.728, -3.319], [-1.023, -2.052, -2.169], [-2.846, -1.894, -2.619], [-3.297, -2.784, -3.815], [-3.470, -0.483, -2.761], [-0.383, -3.533, -3.028], [-0.934, -4.775, -2.322], [1.114, -3.802, -3.027], [-0.945, 1.648, -3.379], [-1.582, 1.605, -4.588], [-2.212, 2.738, -5.120], [-2.255, 3.909, -4.398], [-1.456, 4.044, -3.245], [-0.766, 2.904, -2.813], [0.238, 2.952, -1.840], [1.485, 2.785, -2.485], [1.824, 3.395, -3.685], [3.107, 3.226, -4.211], [4.056, 2.514, -3.478], [3.651, 1.734, -2.378], [2.334, 1.878, -1.929], [0.157, 3.989, -0.851], [0.845, 5.189, -0.856], [0.527, 6.092, 0.197], [-0.444, 5.778, 1.112], [-1.056, 4.502, 1.119], [-0.686, 3.538, 0.201], [-0.999, 2.190, 0.330], [-1.934, 1.849, 1.418], [-2.561, 0.059, 1.640], [-3.238, 0.341, 3.410], [-4.030, 1.539, 3.818], [-2.070, 0.262, 4.381], [-4.025, 0.021, 0.566], [-4.616, 1.331, -0.061], [-5.156, -0.901, 1.106], [4.231, -0.969, 1.804], [5.298, -0.129, 1.065], [4.396, -2.427, 1.396], [1.050, 1.646, 4.701], [0.405, 0.717, 3.385], [1.191, 2.317, 3.025], [2.444, -0.160, 4.137], [3.853, 2.433, 3.184], [4.597, 1.014, 3.858], [3.592, 1.877, 4.867], [3.566, 1.609, 0.336], [2.082, 2.202, 1.084], [0.586, -0.988, -3.657], [-1.103, -0.712, -4.135], [-3.338, -2.376, -1.768], [-2.641, -2.786, -4.707], [-4.219, -2.276, -4.120], [-3.476, -3.787, -3.574], [-4.543, -0.690, -2.635], [-3.178, 0.030, -3.739], [-3.140, 0.329, -2.111], [-0.627, -3.528, -4.074], [-0.434, -4.826, -1.379], [-0.733, -5.734, -2.852], [-2.058, -4.821, -2.076], [1.438, -4.110, -2.036], [1.627, -2.883, -3.270], [1.413, -4.573, -3.769], [-1.523, 0.708, -5.188], [-2.793, 2.618, -6.012], [-2.689, 4.795, -4.764], [-1.519, 4.989, -2.779], [1.102, 4.018, -4.154], [3.364, 3.757, -5.102], [5.095, 2.608, -3.735], [4.338, 1.069, -1.905], [1.468, 5.512, -1.682], [1.032, 7.049, 0.227], [-0.671, 6.447, 1.982], [-1.747, 4.335, 1.890], [-2.835, 2.480, 1.441], [-1.427, 2.016, 2.385], [-3.803, -0.564, 3.513], [-3.342, 2.454, 3.774], [-4.369, 1.397, 4.833], [-4.903, 1.752, 3.179], [-1.659, 1.252, 4.582], [-1.253, -0.367, 4.016], [-2.366, -0.139, 5.332], [-3.568, -0.549, -0.236], [-5.154, 1.910, 0.672], [-5.412, 1.022, -0.736], [-3.805, 1.873, -0.531], [-5.723, -0.484, 1.944], [-4.758, -1.842, 1.456], [-5.844, -1.053, 0.301], [4.308, -0.926, 2.910], [5.211, -0.185, -0.076], [6.329, -0.363, 1.365], [5.216, 0.898, 1.270], [4.304, -2.683, 0.329], [0.111, -2.141, 3.748], [5.437, -2.647, 1.541], [1.266, -3.513, 5.263], [2.295, -4.054, 4.004], [2.978, -3.110, 3.296], [3.716, -3.470, 2.207], [0.515, -4.393, 1.111], [3.787, -4.846, 1.869], [4.247, -5.409, 0.380], [3.231, -5.804, 2.724], [3.342, -7.474, 2.394], [2.436, -5.386, 3.749], [1.311, -6.538, 4.435], [-1.774, -3.077, 0.694], [-1.382, -3.916, 1.086], [-2.739, -3.076, 0.837], [1.933, -1.652, -0.617], [1.891, -2.394, -1.246], [1.994, 0.201, -0.964], [-0.196, -1.897, 2.877], [-1.086, -2.189, 2.868], [2.872, -2.131, 3.554]], "atomic_forces_ev_per_a": [[0.0, -0.4, 0.5], [0.7, 0.8, -1.1], [1.2, 0.1, -1.2], [-1.5, 0.4, -1.2], [0.2, -0.3, -1.2], [0.3, -0.3, -0.4], [-1.4, 0.9, 1.7], [-0.5, 0.3, 1.6], [-0.8, 0.9, -1.6], [0.4, 0.3, 1.1], [0.1, 0.6, -0.1], [0.3, -1.2, 0.3], [0.3, 2.4, -0.8], [1.0, 0.4, -1.2], [-0.2, -1.7, -0.1], [-2.4, -1.0, 0.0], [0.5, 0.8, 0.0], [1.3, -1.4, 1.1], [-1.1, 0.4, -2.5], [-0.1, -1.9, 0.5], [1.7, 0.1, 1.2], [-1.0, -1.9, -1.1], [-0.9, 2.8, 0.9], [0.3, 0.4, -0.3], [0.5, 0.0, -0.7], [0.8, -0.4, 0.2], [-0.5, 0.2, 1.2], [-0.6, -0.4, 0.3], [-0.6, 1.2, -1.2], [2.4, 0.0, 0.8], [-0.1, -1.1, 0.4], [-1.4, 0.4, 0.8], [0.7, 0.0, -1.1], [-0.4, -0.5, 1.3], [1.0, 1.4, -0.3], [0.3, 0.8, 0.4], [-0.6, -0.3, -0.9], [0.3, -0.6, 0.5], [0.3, 2.0, 1.2], [1.3, -0.6, -0.7], [0.1, 1.9, -1.3], [0.8, -0.3, -0.2], [-1.1, 0.0, -0.4], [0.3, -1.6, 0.8], [0.7, 0.9, 0.3], [-0.6, 0.8, -0.1], [0.0, -0.8, -1.0], [0.0, -0.6, -0.7], [-0.3, 0.6, 0.8], [-0.9, -0.1, -0.3], [-0.6, -0.4, 0.6], [0.2, -0.6, 0.5], [-0.3, -0.4, 0.5], [1.5, -1.0, -0.2], [-0.2, 0.7, 1.0], [0.4, 0.2, 0.3], [-0.2, 0.3, 0.0], [0.2, 0.0, -0.1], [-0.1, -0.2, -0.7], [0.0, 0.2, 0.2], [-0.1, 0.3, 0.5], [-0.1, -0.6, -0.3], [-0.3, -1.3, 0.5], [0.3, 0.8, -0.4], [-1.0, -1.3, 0.7], [-0.1, -0.5, 0.8], [-0.7, 0.2, -0.6], [0.2, -0.3, 0.7], [0.1, 0.8, 0.1], [1.5, 0.4, -0.5], [0.2, -0.3, 0.1], [0.6, 0.2, -0.3], [-0.4, 0.4, 0.5], [-0.3, 0.1, -0.1], [0.1, 0.1, -0.5], [-0.9, 0.7, -0.5], [0.7, 0.7, 0.8], [-0.4, 0.5, -0.5], [0.3, 0.2, -0.4], [0.2, -0.4, -0.3], [0.3, -0.3, 0.4], [0.1, -0.2, 0.1], [0.0, 0.0, 0.0], [0.1, -0.5, -1.2], [-0.8, -0.5, 0.9], [0.3, 0.0, -0.3], [-0.1, 0.1, -0.2], [-0.6, -0.6, 0.2], [-1.1, -1.1, 0.2], [-0.1, 0.1, 0.4], [0.2, -0.1, 0.3], [0.0, 0.0, -0.1], [-0.2, 0.2, 0.2], [-0.3, -0.2, 0.6], [-0.2, -0.1, -0.6], [0.2, 0.5, 0.5], [0.3, 0.1, -0.5], [-0.2, 0.4, -0.3], [0.2, 0.2, -0.1], [0.1, -0.5, 0.0], [-0.5, -0.4, -0.4], [0.8, 0.0, -0.6], [0.1, -0.4, 1.5], [-0.3, -0.4, -0.2], [-0.2, 1.5, 0.5], [-0.5, 0.7, 0.2], [0.8, -0.4, 0.6], [1.0, 0.1, 0.2], [-0.5, 0.3, 0.5], [-0.1, 0.1, 0.8], [0.3, -2.0, -0.5], [0.0, -0.9, -0.8], [0.7, 0.0, -0.3], [-0.9, 0.6, 1.8], [1.2, 0.0, -1.8], [0.5, 0.1, -0.9], [0.2, -0.1, -0.2], [-1.7, -1.0, 0.9], [0.5, 0.5, 0.2], [-1.2, -0.6, 0.7], [-0.3, 0.5, -0.5], [0.6, 0.2, -0.1], [-0.5, -0.4, -0.4], [0.5, 0.4, 0.1], [1.0, -2.8, -0.6], [0.9, 0.7, -0.5], [-1.8, -0.5, -0.1], [-0.2, 2.4, 0.8]], "multiplicity": 2, "total_energy_ev": -240443.5617, "orbital_gap_ha": [0.298, 0.170], "s_squared": 0.778, "fmax_ev_per_a": 3.079, "charge": 2}



What is the formula in the third record?
C45H66Cl5GeLuN4O3P3